[1]
DFT (the ωB97M-V functional and the def2-TZVPD basis) results for C3H8N2O2 in the gas phase in a non-equilibrium geometry.

The geometry in XYZ format:
```
15
Properties=species:S:1:pos:R:3:forces:R:3
C -1.85820 0.68656 -0.01788 0.348 0.482 -0.077
O -1.06108 0.16924 1.02688 0.855 0.730 0.305
C 0.31524 0.68715 1.05555 -0.928 -0.914 0.663
O 0.39954 2.04767 0.84719 -0.309 0.197 -0.021
N 1.15688 0.01121 0.13122 0.603 -0.385 -0.411
C 0.84730 -1.17328 -0.22748 -1.642 1.095 0.168
N 1.49987 -1.79299 -1.23098 0.309 -0.552 -0.092
H -2.83066 0.22086 0.07134 -0.171 -0.099 -0.034
H -1.96804 1.78155 0.06482 -0.001 -0.378 -0.021
H -1.41942 0.45293 -0.99465 -0.139 0.010 -0.079
H 0.61578 0.47977 2.09188 -0.085 0.143 -0.226
H 0.66841 2.18971 -0.06854 0.074 -0.080 0.027
H -0.13256 -1.59226 0.12437 1.091 -0.226 -0.230
H 2.37123 -1.38305 -1.52858 -0.006 -0.041 0.045
H 1.39571 -2.78507 -1.34513 0.002 0.016 -0.018
```
Forces are in eV/Å.

Output
Electronic energy: -379.08071 a.u.
HOMO-LUMO gap: 10.37 eV
SMILES: CO[C@H](O)/N=C/N
LUMO level: 0.93 eV

---

[2]
DFT (the ωB97M-V functional and the def2-TZVPD basis) results for a gas-phase ion, C5H6N (charge +1) in a non-equilibrium geometry.

The geometry in XYZ format:
```
12
Properties=species:S:1:pos:R:3:forces:R:3
C -1.62574 0.83958 -1.15147 0.967 1.197 -1.168
C -0.85612 1.78041 -1.61536 -1.963 -0.430 -0.163
C -0.36814 -0.64462 0.49493 0.041 0.405 1.550
C -1.63233 -0.01777 -0.17304 1.492 0.178 1.266
C 0.71873 -0.25881 -0.31646 1.767 -2.033 -4.072
N 1.05741 0.93916 -0.59019 -1.507 0.447 4.854
H -0.21929 -0.20039 1.51949 -0.858 -0.402 -0.675
H -0.50786 -1.73187 0.56318 0.187 0.346 0.117
H -2.30791 -0.22329 0.57866 -2.700 -0.301 0.649
H 0.97825 -1.02645 -1.09327 0.386 0.821 0.740
H 1.59987 1.29534 -1.30938 1.473 0.333 -1.776
H 0.72281 1.64787 0.12127 0.714 -0.562 -1.320
```
Forces are in eV/Å.

Output
Electronic energy: -248.37735 a.u.
HOMO-LUMO gap: 8.43 eV
Charge: +1
LUMO level: -6.24 eV